[1]
C6H9NO | ωB97M-V with the def2-TZVPD basis set

Geometry (Å):
N: 1.69189 -0.78758 0.43334
C: 0.41336 -0.04697 0.26639
C: 0.30077 1.32051 0.98903
O: -1.02681 1.97809 0.96399
C: 0.49615 0.01014 -1.26556
C: -0.41316 -0.80082 -1.77869
C: -1.26756 -1.24059 -0.55364
C: -0.75956 -0.97076 0.55345
H: 2.02633 -0.81294 1.48050
H: 2.43485 -0.22540 0.02920
H: 0.16027 0.83267 2.08410
H: 0.89876 2.09708 0.75541
H: -1.58033 1.52612 0.04633
H: 1.18384 0.87146 -1.68702
H: -1.01689 -0.56750 -2.75505
H: -2.08108 -2.01372 -1.01407
H: -1.46084 -1.16979 1.45229

E_HOMO = -9.2871 eV
Total charge = 0
Energy above the lowest of the compared OMol25 structures with the same formula, charge and spin = 531.6 kJ/mol
Calculated total energy = -9900.0942 eV

---

[2]
C22H42Cl3CuN2O4SSi | ωB97M-V with the def2-TZVPD basis set

Geometry (Å):
C: 1.44085 -1.47340 -3.67060
C: 1.12979 -0.07461 -3.24642
H: 1.50350 -1.55553 -4.76226
H: 0.66433 -2.16482 -3.31049
H: 2.39514 -1.79371 -3.23225
C: 0.60298 0.85603 -4.05671
C: 0.23082 0.60935 -5.48395
H: 0.45776 1.88095 -3.69662
H: -0.21339 -0.38678 -5.62356
H: 1.09473 0.69234 -6.16074
H: -0.50328 1.35737 -5.81019
Cu: 0.72793 -1.09758 0.82905
Cl: 2.34573 0.37525 1.22604
Cl: -1.38513 -1.73199 0.99742
C: -0.07556 2.62778 2.20811
O: -1.18328 2.08007 2.15687
N: 0.11375 3.96544 2.16117
C: -1.02477 4.87243 2.16914
C: 1.43306 4.56462 2.27310
H: 0.86210 2.04131 2.27701
H: -1.94438 4.28426 2.14981
H: -0.98784 5.53422 1.29332
H: -0.99835 5.50607 3.06618
H: 2.19131 3.79372 2.09778
H: 1.57162 5.00316 3.27386
H: 1.54475 5.36305 1.52790
H: -1.90761 -1.12392 -2.45317
H: -2.03966 1.27194 -3.16720
C: -2.74836 -0.93130 -1.77356
C: -2.84237 1.41524 -2.43347
N: -2.67534 0.45513 -1.35117
H: -2.62723 -1.56091 -0.88015
C: -3.23461 0.81696 -0.11733
O: -4.06415 0.18443 0.51707
H: -2.78269 2.43473 -2.03494
H: -2.82119 1.79152 0.23685
H: -3.70391 -1.13160 -2.28194
H: -3.81252 1.25845 -2.93438
O: 0.46897 -0.58917 -1.08192
C: 1.35371 0.20305 -1.75256
C: -0.03001 2.19746 -1.05279
C: 1.21579 1.68328 -1.38461
H: -0.84885 1.49906 -0.87183
C: -0.22895 3.57791 -0.99391
H: 2.38383 -0.11469 -1.51744
C: 2.32785 2.52108 -1.41306
H: -1.23768 3.96312 -0.85102
C: 0.86649 4.43822 -1.13448
C: 2.15268 3.89949 -1.29029
H: 3.30784 2.05207 -1.54515
H: 0.71600 5.51927 -1.11551
H: 3.02541 4.55542 -1.32727
Si: 0.80723 -4.87115 0.61769
Cl: 1.47564 -3.09785 -0.36621
C: -1.04536 -5.03497 0.55947
C: 1.57026 -4.74827 2.30955
C: 1.60025 -6.25718 -0.36402
H: -1.53875 -4.05192 0.62333
H: -1.39003 -5.65155 1.40403
H: -1.36141 -5.52604 -0.37252
H: 0.95444 -6.54059 -1.20500
H: 1.74111 -7.13911 0.27466
H: 2.57711 -5.94150 -0.75346
H: 1.25791 -3.82373 2.81735
H: 2.66515 -4.73810 2.22406
H: 1.28752 -5.61119 2.92727
C: -1.31609 -0.49032 3.91083
S: 0.46115 -0.76203 3.98290
C: 0.51209 -1.88757 5.37196
O: 0.85408 -1.66816 2.81256
H: -1.66457 -0.35042 4.93615
H: -1.77993 -1.35390 3.41242
H: -1.47208 0.42029 3.30658
H: -0.06321 -2.78797 5.12764
H: 1.56275 -2.13260 5.55113
H: 0.09710 -1.36943 6.24388

E_HOMO (alpha / beta) = -4.9096 / -4.7920 eV
Total charge = -1
Energy above the lowest of the compared OMol25 structures with the same formula, charge and spin = 88.2 kJ/mol
Multiplicity = 2
Calculated total energy = -135589.9985 eV

---

[3]
C4H7NS | ωB97M-V with the def2-TZVPD basis set

Geometry (Å):
C: 0.43522 -1.20712 2.06002
C: -0.68422 -1.21931 1.02243
C: -0.12427 -1.33740 -0.25411
C: -0.30679 1.11603 -0.08702
H: 0.52228 -0.27879 2.87187
H: 0.04190 -2.26930 2.60542
H: 1.76537 -1.51468 1.71798
H: -1.71903 -1.89060 1.26798
H: -0.64769 -2.03510 -1.07736
H: 0.86206 -1.20295 -0.75401
H: -0.58224 2.04559 0.62578
N: -0.77594 -0.14072 0.01556
S: 0.57933 1.50110 -1.48840

E_HOMO = -8.4081 eV
Total charge = 0
Energy above the lowest of the compared OMol25 structures with the same formula, charge and spin = 522.0 kJ/mol
Calculated total energy = -16581.5208 eV